Below is a structure of composition C12H24BeN3O21, with properties calculated with ωB97M-V/def2-TZVPD.

Computed properties:
DFT total energy in eV: -60692.407
HOMO level in eV: -5.393
Molecular weight in g mol⁻¹: 555.3
Multiplicity: 1
Total charge: -1

XYZ file:
```
61
C12H24BeN3O21 | the Open Molecules 2025 dataset | ωB97M-V/def2-TZVPD
Be 0.3333 0.0954 0.9130
N 2.1051 -2.9222 -0.6353
O 1.9644 -3.9276 0.0928
O 1.4298 -1.8910 -0.3939
O 2.8878 -2.9650 -1.5930
N 0.3491 2.5649 2.3456
O 1.0188 1.5840 2.7655
O -0.0993 3.4113 3.1180
O 0.1120 2.6079 1.1099
N 0.5329 -2.4997 2.4893
O 1.3567 -1.5536 2.6894
O 0.8445 -3.6586 2.6445
O -0.5857 -2.1379 2.0593
C -1.2869 -2.2401 -3.7250
O -1.1393 -1.3637 -2.6376
C -1.5170 -1.6431 -1.3922
O -1.4689 -0.8990 -0.4535
O -1.9971 -2.8943 -1.3644
C -2.5331 -3.3527 -0.1151
H -0.8345 -3.1987 -3.4683
H -0.6960 -1.8463 -4.5523
H -2.2620 -2.4376 -4.1733
H -1.7463 -3.6310 0.5849
H -3.1478 -4.2319 -0.3009
H -3.1754 -2.6095 0.3566
C 1.8370 0.0123 -3.0087
O 0.8222 0.8725 -3.4828
C 0.0729 1.4652 -2.5238
O 0.0981 1.2657 -1.3411
O -0.7261 2.3358 -3.1211
C -1.6308 3.0874 -2.2969
H 1.6640 -0.4734 -2.0476
H 2.8792 0.3434 -2.9584
H 1.9059 -0.7497 -3.7891
H -2.5599 2.5340 -2.1526
H -1.8836 4.0125 -2.8065
H -1.1742 3.2199 -1.3168
C -1.8240 0.6435 4.5386
O -2.9828 0.2091 3.8047
C -2.9531 0.2974 2.4870
O -1.9301 0.4994 1.8717
O -4.1733 0.2554 2.0175
C -4.3563 0.4642 0.6335
H -0.9745 0.0171 4.2720
H -2.0630 0.6278 5.5982
H -1.5803 1.6784 4.2946
H -3.4546 0.5270 0.0169
H -4.6702 1.4898 0.4229
H -4.9500 -0.2882 0.1215
C 4.3977 -0.3442 1.6898
O 4.7058 0.8654 1.0318
C 3.6901 1.3846 0.2885
O 2.6644 0.8189 0.0279
O 4.0061 2.5933 -0.1246
C 3.0787 3.3450 -0.8697
H 3.9588 -0.1384 2.6658
H 5.3611 -0.8399 1.8196
H 3.7961 -1.0175 1.0792
H 2.8296 2.8342 -1.8023
H 3.4903 4.3133 -1.1450
H 2.1842 3.4787 -0.2586
```

***

Below is an isolated molecule of C5H7N, with properties calculated with ωB97M-V/def2-TZVPD.

Computed properties:
DFT total energy in eV: -6786.418
HOMO level in eV: -8.997
Molecular weight in g mol⁻¹: 81.1
Energy above the lowest of the compared OMol25 structures with the same formula, charge and spin in eV: 2.094
Multiplicity: 1

XYZ file:
```
13
C5H7N | the Open Molecules 2025 dataset | ωB97M-V/def2-TZVPD
C 1.1051 -0.0685 -0.7410
C 0.5891 1.1255 -0.4483
C -0.5064 1.0105 0.5614
N -1.6361 0.2848 -0.0106
C -0.6321 -0.4438 0.8275
C 0.5336 -1.1547 0.1474
H 1.8126 -0.2618 -1.5425
H 0.7631 2.0494 -0.9907
H -0.6957 1.8182 1.2645
H -1.4677 0.0629 -0.9848
H -1.3790 -0.8798 1.4777
H 1.3189 -1.5023 0.8380
H 0.1947 -2.0404 -0.3986
```

***

Below is a structure of composition C16H30AsF9IN2S, with properties calculated with ωB97M-V/def2-TZVPD.

Computed properties:
DFT total energy in eV: -124282.360
HOMO level in eV: -4.076
Molecular weight in g mol⁻¹: 655.3
Multiplicity: 1
Total charge: -1

XYZ file:
```
60
C16H30AsF9IN2S | the Open Molecules 2025 dataset | ωB97M-V/def2-TZVPD
C -0.9861 -1.7742 0.2926
C -1.6204 -0.5388 0.1530
As -1.0561 1.2449 0.9703
C -1.3206 0.5628 2.8758
C -2.4957 -0.4931 3.1041
C -3.9482 -0.0340 2.6417
I -5.3401 -1.6754 3.1250
C 0.9071 0.8047 0.9686
C 1.5551 0.2430 -0.3660
C 2.4443 -1.0970 -0.1590
C 3.1848 -1.4410 -1.5251
C 2.3971 -2.4917 -2.4610
F 2.8851 -2.2391 -3.7605
F 1.0101 -2.2265 -2.3385
C 2.6406 -3.9671 -1.9280
F 1.7367 -4.1470 -0.8587
F 3.9087 -4.1729 -1.3581
S 2.3351 -5.3690 -3.1361
F 1.2330 -4.5310 -4.0278
F 1.0475 -5.9216 -2.2020
F 3.3078 -6.3742 -2.2022
F 3.6125 -4.9760 -4.1018
F 2.0609 -6.6711 -4.1305
C -1.0712 1.9868 -0.9402
C 0.0025 3.0460 -1.3433
C 0.9193 2.6625 -2.6321
N 0.2306 4.2352 -0.8566
N -0.6102 2.9489 1.7435
C -1.7017 3.9312 1.6929
C -2.7048 3.9420 2.9376
H -1.0953 -2.6828 -0.3684
H -0.2016 -1.8581 1.1222
H -2.5885 -0.5118 -0.4548
H -2.5617 1.7072 1.0308
H -0.3777 0.0874 3.3363
H -1.5654 1.4324 3.5860
H -2.5728 -0.6244 4.2474
H -2.3115 -1.5350 2.7075
H -3.9556 0.1313 1.5193
H -4.3101 0.9028 3.1808
H 1.2232 0.0826 1.8059
H 1.4655 1.7769 1.2172
H 2.2975 1.0193 -0.7637
H 0.8455 -0.0009 -1.2104
H 3.2662 -0.7750 0.5765
H 1.8587 -1.9401 0.3094
H 3.1911 -0.4757 -2.1458
H 4.2736 -1.7190 -1.3840
H -1.0324 1.0846 -1.6491
H -2.0983 2.4559 -1.1538
H 1.9738 3.0617 -2.5477
H 0.3737 3.1310 -3.5253
H 0.8711 1.5343 -2.8104
H 1.0012 4.6688 -1.4002
H -0.1600 2.8668 2.6553
H -1.2087 4.9719 1.6678
H -2.3149 3.8818 0.7272
H -2.1223 4.2659 3.8517
H -3.1796 2.9187 3.0117
H -3.5486 4.6739 2.6828
```

***

Below is a cluster of 2 separate species, C3H3NO2S in total, with properties calculated with ωB97M-V/def2-TZVPD.

Computed properties:
DFT total energy in eV: -19574.603
HOMO level (spin up / spin down) in eV: -8.178 / -7.634
Molecular weight in g mol⁻¹: 117.1
Energy above the lowest of the compared OMol25 structures with the same formula, charge and spin in eV: 6.173
Multiplicity: 1

XYZ file:
```
10
C3H3NO2S | the Open Molecules 2025 dataset | ωB97M-V/def2-TZVPD
C -0.4771 -0.0465 -0.5048
C 0.8011 0.6520 -0.1850
C -0.6831 0.9417 1.3776
N -1.3042 0.1745 0.5304
O 0.2968 -3.0252 -2.2606
O 0.5514 1.2872 1.0824
S -0.7779 -2.7299 -1.2999
H 1.6677 -0.0114 -0.1080
H 1.0337 1.4298 -0.9222
H -1.1084 1.3280 2.2902
```

***

Below is the ion C6H11N2O3P with charge -2, with properties calculated with ωB97M-V/def2-TZVPD.

Computed properties:
DFT total energy in eV: -24810.869
HOMO level in eV: 0.144
Molecular weight in g mol⁻¹: 190.1
Energy above the lowest of the compared OMol25 structures with the same formula, charge and spin in eV: 0.000
Multiplicity: 1
Total charge: -2

XYZ file:
```
23
C6H11N2O3P | the Open Molecules 2025 dataset | ωB97M-V/def2-TZVPD
C 3.2844 -1.1812 0.3711
C 2.4241 -1.6935 -0.8545
N 0.9708 -1.6246 -0.5291
C 0.5967 -0.5338 0.0257
C -0.9488 -0.3848 0.3546
N -1.8961 -0.3417 -0.5404
C -3.1951 0.0593 -0.1996
C -3.2849 1.6490 -0.1589
P 1.1602 1.2576 0.3408
O 2.0184 1.3802 1.5795
O 1.8403 1.5214 -1.0137
O -0.1073 2.0716 0.4881
H 4.2682 -1.5055 0.2819
H 3.2940 -0.0843 0.4347
H 2.6557 -1.6422 1.2768
H 2.5605 -2.7772 -1.0027
H 2.4806 -1.1445 -1.8324
H -0.9655 -0.2838 1.4534
H -4.0691 -0.3091 -0.9505
H -3.4035 -0.3460 0.7600
H -4.0098 1.9486 0.5134
H -2.2723 1.9174 0.3123
H -3.4016 2.0469 -1.1105
```

***

Below is a cluster of 2 separate species, C4H9N3O3 in total, with properties calculated with ωB97M-V/def2-TZVPD.

Computed properties:
DFT total energy in eV: -14904.782
HOMO level in eV: -9.150
Molecular weight in g mol⁻¹: 147.1
Energy above the lowest of the compared OMol25 structures with the same formula, charge and spin in eV: 2.868
Multiplicity: 1

XYZ file:
```
19
C4H9N3O3 | the Open Molecules 2025 dataset | ωB97M-V/def2-TZVPD
C -1.4216 -0.1359 1.6608
C -0.7964 -0.8916 0.5231
O -1.3653 -1.7418 -0.1108
N 0.6061 -0.6743 0.2851
N 1.1422 -1.4690 -0.6815
C 1.4536 0.4048 0.7464
N 0.8544 1.5889 0.9679
O 2.6342 0.1770 0.8764
H -2.2685 -0.7234 2.0150
H -1.8016 0.8273 1.3209
H -0.7196 0.0212 2.4785
H 0.5696 -1.0865 -1.7052
H 2.1441 -1.2596 -0.7108
H -0.0257 1.7580 0.4840
H 1.4702 2.3509 1.1997
C -0.5447 0.1146 -2.3159
O -0.6548 0.8214 -1.2852
H -1.3998 -0.5068 -2.6155
H 0.1234 0.4247 -3.1330
```

***

Below is a structure of composition C23H57AsN8PtSSi3, with properties calculated with ωB97M-V/def2-TZVPD.

Computed properties:
DFT total energy in eV: -135241.107
HOMO level (spin up / spin down) in eV: -12.912 / -13.535
Molecular weight in g mol⁻¹: 832.1
Multiplicity: 3
Expectation value of S²: 2.01
Total charge: +2

XYZ file:
```
94
C23H57AsN8PtSSi3 | the Open Molecules 2025 dataset | ωB97M-V/def2-TZVPD
Pt -0.0864 -0.2549 0.6037
C -3.0631 -1.5597 0.7605
N -2.7617 -2.6917 -0.0662
C -3.8686 -3.5564 -0.4302
C -3.2836 -4.3755 -1.5757
N -2.1313 -3.5907 -1.9898
C -1.4976 -4.0221 -3.2117
C -1.7738 -2.7086 -1.0151
N -0.6974 -1.9879 -0.8874
C 0.4327 -2.2302 -1.7609
C 1.7535 -1.8009 -1.1245
N 1.7215 -0.4007 -0.7482
C 2.8156 0.3248 -0.7483
N 2.7851 1.6694 -0.5934
C 1.6307 2.4893 -0.3827
C 4.0844 2.2810 -0.7796
C 4.9785 1.0882 -1.1257
N 4.1018 -0.0616 -0.9612
C 4.7259 -1.3594 -0.8764
H -3.6470 -0.8032 0.2228
H -2.1255 -1.1145 1.1234
H -3.6465 -1.8982 1.6130
H -4.7372 -2.9618 -0.7446
H -4.1676 -4.1694 0.4237
H -3.9838 -4.4961 -2.4046
H -2.9570 -5.3698 -1.2472
H -2.2835 -4.2189 -3.9436
H -0.9358 -4.9480 -3.0650
H -0.8436 -3.2612 -3.6183
H 0.3259 -1.6775 -2.7027
H 0.5422 -3.2971 -1.9730
H 2.5311 -1.9908 -1.8710
H 1.9258 -2.4377 -0.2481
H 1.3007 2.9706 -1.3059
H 1.8711 3.2618 0.3452
H 0.8256 1.8645 0.0165
H 4.4030 2.7979 0.1329
H 4.0519 3.0181 -1.5871
H 5.8452 1.0104 -0.4636
H 5.3504 1.1289 -2.1550
H 5.6710 -1.2600 -0.3411
H 4.9408 -1.7687 -1.8669
H 4.1125 -2.0631 -0.3260
C -1.5179 0.3419 -3.7714
N -1.3230 0.7079 -2.3857
C -2.2789 1.1253 -1.5626
N -3.5522 1.2146 -1.9599
S -1.9017 1.5877 0.0219
H -0.5433 0.2288 -4.2383
H -2.0633 1.1224 -4.3066
H -2.0681 -0.5982 -3.8652
H -0.4056 0.5716 -1.9682
H -3.8139 1.1105 -2.9280
H -4.2071 1.6772 -1.3500
C -0.0861 -2.1675 5.7003
Si -0.0325 -2.1676 3.7996
C 1.6098 -2.7904 3.0454
C -1.4292 -3.2772 3.1158
As -0.1303 0.1366 2.9843
Si -1.8958 1.5405 3.9390
C -3.5576 0.8639 3.2843
C -1.8136 1.3794 5.8355
C -1.6183 3.3288 3.3435
Si 2.0015 1.1126 3.6710
C 2.2576 0.7741 5.5308
C 3.4005 0.2834 2.6504
C 1.9056 2.9942 3.3466
H -0.0142 -3.1824 6.0773
H -1.0228 -1.7533 6.0611
H 0.7265 -1.5991 6.1386
H 1.5969 -3.8641 2.8924
H 2.4684 -2.5628 3.6676
H 1.7594 -2.3185 2.0746
H -1.2963 -4.2953 3.4718
H -1.4313 -3.3132 2.0310
H -2.4104 -2.9525 3.4465
H -3.6879 -0.1862 3.5348
H -3.6328 0.9666 2.2057
H -4.3854 1.4127 3.7247
H -2.2847 0.4635 6.1800
H -2.3385 2.2054 6.3050
H -0.7921 1.3895 6.2033
H -1.3165 3.3603 2.3000
H -0.8738 3.8555 3.9305
H -2.5414 3.8928 3.4235
H 2.7010 -0.2001 5.7146
H 1.3185 0.8276 6.0741
H 2.9231 1.5169 5.9595
H 3.9469 -0.4367 3.2513
H 4.1229 1.0102 2.2938
H 3.0007 -0.2405 1.7866
H 1.5535 3.5127 4.2326
H 1.2250 3.2337 2.5353
H 2.8785 3.4126 3.1073
```

***

Below is an isolated molecule of C4H9N3, with properties calculated with ωB97M-V/def2-TZVPD.

Computed properties:
DFT total energy in eV: -8764.267
HOMO level in eV: -8.968
Molecular weight in g mol⁻¹: 99.1
Energy above the lowest of the compared OMol25 structures with the same formula, charge and spin in eV: 0.258
Multiplicity: 1

XYZ file:
```
16
C4H9N3 | the Open Molecules 2025 dataset | ωB97M-V/def2-TZVPD
H 1.8986 -1.7047 0.6250
N 1.0896 -1.4466 0.0649
C 0.9405 -0.2080 -0.1335
C 1.8250 0.8856 0.3905
C -0.2607 0.2372 -0.9128
C -1.5207 -0.0217 -0.0783
N -1.7360 -1.3402 0.1440
N -2.3319 0.8521 0.3448
H -2.1219 1.8065 0.0757
H 1.2356 1.5636 1.0069
H 2.2383 1.4589 -0.4385
H 2.6433 0.4835 0.9858
H -0.1930 1.2932 -1.1735
H -0.3510 -0.3609 -1.8201
H -0.9142 -1.9303 0.0946
H -2.4414 -1.5682 0.8246
```

***

- Among the records above, which one has the lowest DFT total energy?
  C23H57AsN8PtSSi3